This record from the Open Molecules 2025 dataset describes a molecular structure, C12H4Br2IN3O2 at a distorted geometry. The level of theory is ωB97M-V/def2-TZVPD.

Positions of all 24 atoms, in Å:
N: 2.96093 2.67408 -4.45670
Br: -1.64657 -2.57124 5.05102
Br: 1.43790 -3.13831 4.62854
I: -2.38879 3.33242 -3.58024
N: 0.61617 1.84999 -4.14470
N: 1.84093 2.16458 -4.38452
O: -1.35839 0.29047 0.78938
O: 1.21618 -0.60384 0.08855
C: -1.48946 -1.24903 2.51124
C: 1.24610 -1.90359 2.18765
C: -1.40002 1.56679 -1.21988
C: 0.97573 0.54757 -1.99383
C: -0.76253 -1.96320 3.43722
C: 0.57132 -2.29104 3.30564
C: -0.90666 1.98347 -2.38020
C: 0.21604 1.41834 -2.88700
C: -0.75340 -0.73145 1.46098
C: 0.62116 -1.05921 1.22678
C: -0.71575 0.68834 -0.32771
C: 0.55654 0.28359 -0.71469
H: -2.55997 -1.02853 2.62078
H: 2.24849 -2.18041 2.11302
H: -2.46028 1.80698 -0.98524
H: 1.93435 0.11323 -2.34609

Forces on the atoms, in the same order (eV/Å):
-8.5607 -4.2311 -0.0259
-0.2350 0.4016 -0.7414
1.5546 -1.2394 1.4625
1.8578 -1.4078 1.0865
3.5857 0.8208 -2.6785
4.9854 3.1950 1.8132
-0.2047 -0.1209 -0.3728
1.8089 -0.3689 0.0563
0.4511 0.0819 -0.0352
-0.9389 1.8668 -2.2350
-2.1733 -1.4625 3.8324
0.5600 1.0174 -2.0089
-1.1835 -0.9581 1.5171
-1.5238 0.8956 -0.7336
-1.9892 1.4163 -2.5418
2.7567 -0.7551 1.7313
1.1762 0.0413 0.4348
-2.1058 -0.5950 1.3811
-0.6448 2.1368 -2.4583
-1.6586 -0.8237 0.5060
0.7090 0.0095 0.0162
1.5088 -0.2450 -0.4594
1.0231 -0.0463 0.2069
-0.7588 0.3707 0.2465

## Properties
Molar mass   508.89 g mol⁻¹
DFT total energy   -169254.967 eV
E_LUMO   -0.6 eV
Energy relative to the best compared isomer or geometry (same formula, charge and spin)   1.1032 eV